Record 1
C15H32EuN6OP2 | wB97M-V/def2-TZVPD

Values from the calculation:
net charge	+2
E_tot	-2386.880895	Eh
HOMO (spin up / spin down)	-13.94 / -13.96	eV
Kohn-Sham gap (spin up / spin down)	5.737 / 4.560	eV
2S+1	8
⟨S²⟩	15.800

Atoms and positions in Å:
Eu1 -0.7405 0.1846 -0.2998
P1 -1.0684 3.0224 -0.3867
P2 -3.1226 -1.3036 0.2473
O1 -1.7587 -0.0067 -2.5884
N1 0.4867 -0.0675 1.9249
N2 -0.1658 -1.8078 -1.4346
N3 1.2020 0.6531 -1.4886
N4 1.4574 1.2033 3.7985
N5 0.1364 -0.8199 4.2478
N6 2.3492 -1.0107 3.2099
C1 -2.2568 1.9172 -3.8418
C2 1.3740 -1.6369 4.1336
C3 0.5726 3.0119 -1.1919
C4 1.7329 -0.8907 1.8771
C5 -0.4608 -0.7061 2.9006
C6 2.6758 0.3521 3.6980
C7 1.2779 -1.8302 -1.6757
C8 1.3939 1.9592 -1.6811
C9 0.4920 0.5455 4.7157
C10 -0.8668 -2.8194 -0.8811
C11 0.8673 1.2872 2.4498
C12 -2.1607 -2.7470 -0.3088
C13 -1.3963 -0.1850 -4.9986
C14 -1.3402 0.7186 -3.7996
C15 1.7982 -0.4645 -2.2287
H1 -0.3416 -3.7986 -0.8054
H2 -0.3043 1.0653 -3.6877
H3 -1.3732 -0.0948 2.9736
H4 0.9461 0.4699 5.7127
H5 -2.1308 2.5614 -2.9639
H6 -3.2907 1.5511 -3.8328
H7 1.4862 -1.9001 1.5152
H8 1.6129 1.7333 1.7699
H9 -1.1474 0.3984 -5.8947
H10 3.1424 0.2729 4.6865
H11 -0.4240 1.1535 4.7885
H12 -2.3999 -0.6093 -5.1181
H13 1.8436 -2.0537 -0.7405
H14 3.3814 0.8274 2.9975
H15 1.5705 -0.4063 -3.3150
H16 2.8975 -0.4629 -2.1219
H17 -3.7579 -1.6772 1.4913
H18 -0.6898 -1.0187 -4.9240
H19 -1.9026 3.9957 -1.0429
H20 -0.0287 1.9294 2.4859
H21 2.4557 -0.4037 1.2037
H22 1.1049 -2.6394 3.7625
H23 2.3046 2.2626 -2.2501
H24 1.8322 -1.7330 5.1266
H25 -4.3724 -1.3691 -0.4530
H26 -2.5310 -3.7523 -0.0705
H27 -1.2744 -0.8881 -2.5217
H28 -0.7159 -1.7146 2.5402
H29 -2.0840 2.5126 -4.7460
H30 1.0725 3.9742 -1.3318
H31 1.5401 -2.6134 -2.4046
H32 -0.9009 3.8688 0.7729

Record 2
C15H32GdN4O2P2 | wB97M-V/def2-TZVPD

Values from the calculation:
net charge	+2
E_tot	-2407.921562	Eh
HOMO (spin up / spin down)	-13.91 / -13.80	eV
Kohn-Sham gap (spin up / spin down)	8.123 / 4.820	eV
ΔE to the lowest compared entry with this formula, charge and spin	4.2075	eV
2S+1	9
⟨S²⟩	20.284

Atoms and positions in Å:
Gd1 0.3082 -0.2347 -0.4676
P1 2.3348 -1.8158 -0.2205
P2 1.3059 2.1158 -0.4689
O1 1.5232 0.2890 -2.3986
O2 -0.7570 -0.2623 1.3509
N1 0.4398 0.5355 3.1413
N2 -0.5332 -1.9343 -1.5077
N3 -1.2862 0.7767 -1.5463
N4 -1.8553 0.0509 3.2477
C1 0.3405 1.2300 4.4189
C2 -0.7107 0.0938 2.5562
C3 1.4393 1.0871 -4.5998
C4 -0.5603 0.4223 5.2874
C5 0.1343 -3.0550 -1.3542
C6 -2.3182 -0.2269 -1.6622
C7 -1.7524 -1.5671 -2.1759
C8 1.1098 -0.0733 -3.6923
C9 -1.1655 1.9975 -1.8720
C10 1.8261 -1.3609 -4.0449
C11 1.7702 0.2046 2.6435
C12 -3.1290 -0.2700 2.6062
C13 0.0512 2.8415 -1.5852
C14 1.4275 -3.1490 -0.7495
C15 -1.9230 0.3689 4.6644
H1 -2.4346 1.3355 4.7614
H2 2.5496 0.6867 3.2641
H3 1.5161 -1.6992 -5.0269
H4 -2.0310 2.4031 -2.3851
H5 -3.8284 0.5735 2.7079
H6 1.2203 2.7632 0.8010
H7 0.8380 1.9645 -4.3557
H8 2.6090 2.2504 -0.9847
H9 1.2567 0.8037 -5.6281
H10 -0.6239 0.8548 6.2852
H11 -0.2638 3.7696 -1.0967
H12 1.9387 0.5517 1.6158
H13 2.7142 -1.7921 1.1398
H14 -2.4573 -2.3697 -1.9614
H15 -2.5264 -0.3880 5.1777
H16 -3.5901 -1.1379 3.0978
H17 1.8575 -4.1286 -0.6372
H18 -2.7601 -0.3666 -0.6631
H19 0.0082 -0.2550 -3.7118
H20 2.9031 -1.1743 -4.0539
H21 -3.0399 -0.5037 1.5386
H22 -1.5544 -1.4990 -3.2562
H23 -0.0876 2.2265 4.2425
H24 3.3803 -1.3300 -1.0094
H25 -0.1445 -0.5878 5.3960
H26 0.5811 3.0559 -2.5207
H27 1.9316 -0.8876 2.7260
H28 -3.0297 0.1934 -2.3638
H29 -0.4150 -3.9163 -1.7373
H30 2.4923 1.3465 -4.4713
H31 1.6343 -2.1580 -3.3218
H32 1.3356 1.3505 4.8602